195
Properties=species:S:1:pos:R:3:forces:R:3 method="wB97M-V/def2-TZVPD" s_squared=0.75 homo_lumo_gap_ha="0.225 / 0.087" homo_energy_ev="-8.956 / -8.956" spin_multiplicity=2 total_charge=+1
C -0.248 -1.148 -0.476 0.32 0.31 -0.64
C -1.214 0.044 -0.308 0.72 -2.30 0.07
C -2.009 -0.274 0.923 -0.90 0.18 2.34
C -1.305 -0.120 2.335 -2.00 -1.97 -2.56
C -0.745 1.210 2.352 1.47 1.72 0.86
C 0.231 1.551 1.147 -1.11 -1.25 0.71
N -0.500 1.280 -0.082 -1.76 -0.21 0.31
O 0.031 1.876 -1.260 -0.27 -0.78 0.46
C 0.493 2.985 1.134 0.80 3.03 1.64
C 1.498 0.742 1.367 1.49 -0.82 0.44
C -2.284 0.139 -1.422 0.72 1.48 0.62
H 0.692 -0.783 -0.890 0.15 -0.26 -0.06
H -0.652 -1.900 -1.154 -0.05 -0.24 0.10
H -0.029 -1.585 0.498 0.11 -0.19 -0.19
H -2.842 0.429 0.901 -0.33 0.07 0.36
H -2.435 -1.277 0.905 0.00 -0.12 -0.52
H -0.631 -0.967 2.462 0.41 0.24 0.13
H -2.074 -0.234 3.099 -0.06 -0.03 0.05
H -0.273 1.262 3.333 1.08 0.54 -0.10
H -1.532 1.949 2.503 -0.21 0.18 -0.78
H 1.097 3.221 2.010 0.78 -0.13 -0.22
H 0.935 3.451 0.253 0.24 -0.52 0.10
H -0.314 3.656 1.429 -0.94 -0.48 -0.59
H 2.114 0.507 0.498 -0.33 0.22 -0.38
H 2.212 1.195 2.054 -0.17 0.79 -0.01
H 1.379 -0.204 1.895 -0.63 -0.33 -0.34
H -3.144 -0.529 -1.367 0.52 -0.58 0.16
H -1.846 0.186 -2.419 -0.22 0.13 0.14
H -2.693 1.105 -1.128 -0.36 0.32 -0.85
H -0.676 2.523 -1.317 0.36 0.67 -0.89
C -1.554 -0.339 -5.002 -0.25 -1.43 -0.98
C -1.031 -1.316 -6.175 1.51 1.28 0.39
C 0.568 -1.400 -6.146 -0.45 -0.03 -1.63
C 1.156 -2.623 -6.938 -1.02 -0.75 0.01
C 0.474 -3.941 -6.508 0.19 1.72 1.35
C -1.077 -3.946 -6.590 1.27 -1.74 0.78
N -1.622 -2.659 -6.038 -1.13 -0.49 0.03
O -2.987 -2.686 -5.763 1.90 -0.76 -0.91
C -1.643 -4.240 -7.959 -2.09 0.74 -0.36
C -1.461 -5.252 -5.746 -0.76 1.66 0.04
C -1.448 -0.702 -7.574 -0.60 0.05 0.42
H -1.329 0.716 -5.158 0.40 -0.29 -0.33
H -1.174 -0.633 -4.023 0.18 -0.13 -0.23
H -2.641 -0.402 -4.972 -0.08 0.17 0.04
H 0.907 -0.548 -6.735 -0.29 0.27 -0.08
H 0.993 -1.114 -5.184 -0.18 -1.02 0.14
H 2.235 -2.720 -6.817 -0.08 0.21 0.16
H 0.969 -2.560 -8.010 0.09 0.75 -0.12
H 0.730 -3.933 -5.449 -0.23 -0.60 0.38
H 0.889 -4.872 -6.894 -0.16 0.25 -0.45
H -1.452 -3.534 -8.766 0.99 -0.46 -0.11
H -1.628 -5.315 -8.144 0.90 0.31 -0.57
H -2.723 -4.111 -7.902 -0.40 0.07 0.36
H -1.116 -6.116 -6.314 0.12 0.18 0.18
H -1.028 -5.235 -4.746 0.05 -0.01 -0.10
H -2.547 -5.298 -5.660 -0.01 -0.20 0.04
H -1.171 0.348 -7.485 0.00 -0.05 -0.14
H -2.522 -0.752 -7.751 -0.13 0.03 0.36
H -1.012 -1.097 -8.492 0.52 -0.36 0.45
H -3.064 -2.382 -4.855 -0.20 0.47 0.59
C -3.997 -7.141 3.240 -1.21 0.08 -0.02
C -3.507 -6.064 2.302 1.63 -0.58 0.52
C -2.037 -5.798 2.880 -0.18 1.70 -1.53
C -1.126 -4.976 1.922 -1.58 0.94 0.25
C -1.073 -5.650 0.587 0.62 -1.16 0.50
C -2.433 -6.008 -0.072 -0.40 -0.30 0.76
N -3.420 -6.568 0.936 3.88 0.55 0.33
O -4.576 -7.054 0.391 -0.81 -0.17 -0.35
C -3.019 -4.706 -0.691 -0.51 -0.27 -1.07
C -2.086 -7.116 -1.135 -0.95 1.70 -0.78
C -4.431 -4.863 2.449 0.50 0.22 -0.38
H -3.963 -6.763 4.262 0.30 -0.13 0.08
H -3.449 -8.079 3.153 -0.17 0.02 -0.04
H -5.065 -7.223 3.038 -0.12 -0.79 0.02
H -2.232 -5.177 3.755 0.26 -0.32 0.35
H -1.461 -6.691 3.120 -0.60 -0.31 0.19
H -0.144 -4.737 2.330 0.12 -0.47 0.08
H -1.567 -3.993 1.760 -0.29 0.36 0.20
H -0.501 -6.551 0.810 -0.23 -0.65 -0.30
H -0.394 -5.131 -0.091 -0.41 0.34 -0.39
H -2.337 -4.174 -1.355 0.59 0.04 0.22
H -3.853 -4.895 -1.367 -0.27 -0.58 0.04
H -3.455 -3.985 -0.001 0.48 -0.20 0.38
H -1.715 -6.533 -1.977 0.58 -0.02 -0.18
H -1.341 -7.874 -0.894 -0.25 0.18 0.49
H -2.972 -7.548 -1.601 -0.21 -0.31 0.52
H -4.664 -4.707 3.503 0.09 0.38 -0.08
H -5.365 -5.003 1.906 0.00 -0.24 0.01
H -3.915 -4.026 1.979 -0.24 0.46 0.45
H -4.408 -7.994 0.494 -0.64 -0.34 -0.28
C 5.039 7.740 1.476 -0.65 0.51 0.68
C 5.979 6.889 0.658 0.14 0.27 0.50
C 7.094 6.344 1.583 1.05 0.23 -1.14
C 6.703 5.271 2.496 -1.64 -1.65 0.02
C 5.980 4.152 1.667 1.31 0.29 0.89
C 4.907 4.570 0.664 0.07 0.05 0.84
N 5.327 5.791 -0.063 2.64 -1.17 1.62
O 4.395 6.302 -0.909 -1.88 0.37 -0.93
C 4.718 3.482 -0.359 -0.93 0.13 -0.80
C 3.615 4.671 1.424 -1.17 0.79 0.50
C 6.660 7.795 -0.362 0.42 -0.53 -0.60
H 4.337 8.293 0.851 0.07 0.03 -0.08
H 5.643 8.448 2.043 -0.04 0.28 -0.08
H 4.432 7.225 2.220 0.09 -0.31 -0.09
H 7.862 5.879 0.965 0.14 0.16 -0.55
H 7.638 7.113 2.130 -0.37 0.54 -0.18
H 6.049 5.618 3.295 -0.18 0.07 0.08
H 7.555 4.792 2.977 0.11 0.16 0.04
H 5.593 3.502 2.451 -0.53 -0.37 -0.42
H 6.741 3.567 1.148 0.23 0.06 -0.11
H 3.778 3.684 -0.873 -0.21 0.15 -0.25
H 5.478 3.522 -1.139 0.35 -0.54 0.29
H 4.505 2.516 0.100 0.69 -0.16 -0.01
H 2.868 5.139 0.783 -0.18 0.18 0.13
H 3.189 3.719 1.741 0.35 -0.34 -0.32
H 3.672 5.230 2.357 0.14 0.29 -0.20
H 7.177 7.137 -1.060 0.44 -0.02 0.05
H 7.387 8.420 0.156 -0.07 0.18 -0.19
H 6.014 8.381 -1.016 -0.31 0.16 0.52
H 4.558 5.846 -1.738 0.01 0.14 -0.24
O -1.521 4.938 -0.684 0.20 0.11 0.44
H -1.493 5.489 -1.466 0.02 0.16 -0.21
H -2.101 4.214 -0.921 -0.25 -0.19 -0.14
O -1.133 6.058 2.659 0.26 0.00 0.23
H -1.128 6.102 1.703 0.02 -0.05 -0.46
H -2.028 5.802 2.883 -0.22 0.00 0.14
O -0.002 2.221 6.307 -0.03 -0.18 0.34
H 0.259 1.583 5.644 0.15 -0.16 -0.16
H -0.534 2.859 5.830 -0.10 0.25 -0.11
O 1.507 0.287 -3.210 0.21 -0.11 -0.61
H 1.197 -0.571 -3.502 0.09 -0.25 0.24
H 0.948 0.502 -2.463 -0.28 0.53 0.50
O -2.310 3.062 -2.910 -0.05 -0.09 0.16
H -1.581 2.991 -3.526 0.36 0.02 -0.13
H -3.039 3.390 -3.436 -0.32 0.16 -0.09
C 3.712 -3.264 1.533 0.10 0.17 -0.41
C 4.678 -2.909 0.349 -0.90 1.38 -0.28
C 4.181 -1.596 -0.307 -0.79 -0.36 0.01
O 5.985 -2.623 0.794 0.19 -0.38 0.23
H 3.688 -2.378 2.167 -0.14 0.03 0.09
H 3.896 -4.113 2.191 0.99 -0.13 -0.22
H 2.695 -3.509 1.227 -0.13 0.44 -0.55
H 4.673 -3.591 -0.502 0.06 -0.78 0.45
H 3.152 -1.789 -0.611 -0.38 0.16 0.20
H 4.636 -1.289 -1.249 0.68 -0.34 0.18
H 4.196 -0.735 0.361 0.06 -0.12 0.19
H 6.334 -3.421 1.197 0.22 -0.06 0.09
C 1.305 -6.526 -2.606 -0.68 0.73 1.61
C 2.260 -5.347 -2.632 1.63 -0.59 -1.11
C 1.679 -3.938 -2.441 0.20 -0.91 0.79
O 3.451 -5.494 -1.763 -1.63 0.42 -0.54
H 1.778 -7.480 -2.838 0.03 0.16 -0.18
H 0.473 -6.300 -3.274 0.11 -0.26 -0.30
H 0.846 -6.588 -1.620 -0.08 -0.31 0.20
H 2.637 -5.501 -3.643 0.47 0.87 -0.38
H 2.351 -3.144 -2.768 0.11 -0.16 -0.02
H 1.545 -3.853 -1.363 -0.11 0.38 0.12
H 0.698 -3.798 -2.895 -0.04 -0.19 -0.22
H 3.523 -6.418 -1.511 0.00 -0.12 0.01
C -3.306 1.330 6.467 1.08 -0.07 -0.02
C -4.393 0.537 5.786 -0.46 -1.14 2.05
C -4.052 -1.000 5.845 -0.47 1.29 -0.42
O -5.580 0.696 6.634 0.51 0.03 -0.63
H -3.285 2.394 6.229 -0.30 0.00 0.22
H -2.304 0.954 6.259 0.04 -0.04 -0.75
H -3.284 1.153 7.543 -0.75 0.32 0.12
H -4.690 0.927 4.813 0.50 -0.27 -0.32
H -3.057 -1.218 5.456 -0.15 -0.11 -0.25
H -4.846 -1.524 5.312 0.24 -0.32 -0.25
H -4.098 -1.339 6.880 0.10 0.25 0.08
H -6.157 -0.024 6.370 -0.37 0.04 0.13
C 1.737 4.431 4.796 1.40 0.80 -0.57
C 1.811 5.969 4.731 -0.11 0.71 0.93
C 2.987 6.626 5.474 -0.10 -0.68 -0.13
O 1.805 6.570 3.460 0.15 -0.44 -0.96
H 1.761 4.127 5.843 -0.77 -0.15 -0.12
H 2.637 3.973 4.388 0.30 0.12 -0.25
H 0.933 4.076 4.151 -0.40 -0.11 0.55
H 0.874 6.323 5.161 -0.06 -0.03 0.76
H 3.939 6.363 5.014 0.04 -0.28 -0.18
H 3.032 6.290 6.510 -0.04 0.21 0.09
H 2.935 7.712 5.391 -0.30 -0.07 0.24
H 0.883 6.584 3.196 -0.16 0.01 -0.41
C -6.276 2.338 1.018 1.04 0.31 0.22
C -5.999 3.686 0.224 0.54 -0.66 0.36
C -5.788 3.577 -1.293 -0.37 -0.02 -0.28
O -7.022 4.618 0.583 -0.17 -0.44 -0.49
H -5.881 2.420 2.031 -0.45 0.63 0.31
H -5.777 1.399 0.781 0.35 0.23 -1.18
H -7.321 2.035 1.081 -0.24 0.51 -0.16
H -5.117 4.230 0.564 0.44 -0.71 0.52
H -4.980 2.951 -1.670 -0.01 -0.90 0.81
H -5.412 4.506 -1.722 -0.82 0.61 0.22
H -6.717 3.250 -1.760 0.04 0.19 -0.30
H -7.724 4.093 0.975 -0.28 0.23 -0.02